{"formula": "C8H13N4O2", "method": "ωB97M-V with the def2-TZVPD basis set", "species": ["O", "O", "N", "N", "N", "N", "C", "C", "C", "C", "C", "C", "C", "C", "H", "H", "H", "H", "H", "H", "H", "H", "H", "H", "H", "H", "H"], "xyz": [[2.007, -0.245, 0.570], [0.887, 1.609, 1.287], [-2.520, -2.010, -0.519], [-3.863, -1.266, -2.132], [-0.145, -1.557, 0.105], [-1.946, -1.019, -1.271], [2.111, 2.421, 1.521], [-3.713, -2.098, -1.113], [0.573, -0.363, -2.164], [-0.303, -0.149, 0.483], [-0.645, -0.617, -0.947], [1.059, 0.454, 0.782], [-2.726, -0.641, -2.253], [2.512, 1.912, 2.913], [1.752, 1.959, 3.724], [-4.567, -2.749, -0.837], [2.873, 2.360, 0.821], [3.382, 2.634, 3.243], [2.885, 0.986, 2.941], [-1.236, 0.129, 1.119], [0.817, -1.964, 0.193], [-2.544, 0.015, -2.977], [1.451, -0.030, -1.782], [-0.828, -2.341, 0.283], [0.311, 0.448, -2.746], [0.670, -1.220, -2.637], [1.747, 3.342, 1.395]], "atomic_forces_ev_per_a": [[1.5, 0.5, 0.0], [0.9, 1.5, -1.1], [-1.3, 0.2, -0.5], [-1.1, 0.1, -1.4], [0.4, -2.2, 0.4], [1.5, -0.5, 0.9], [-0.9, -3.9, 3.3], [-0.3, -0.7, 1.0], [-4.9, 1.7, 4.0], [-3.3, -0.1, 0.1], [5.4, 0.2, -0.7], [-2.0, -1.8, -0.4], [-2.1, -1.9, 1.9], [0.8, 6.2, 1.1], [0.1, 0.4, -0.9], [1.2, 0.3, 0.2], [1.3, -1.2, -1.6], [-1.5, -1.5, -0.3], [1.5, -3.6, -0.5], [2.0, -0.7, -1.0], [-0.5, 1.3, -0.7], [1.1, 2.7, -2.6], [2.6, 0.4, 2.0], [-0.1, 1.4, 0.3], [-1.3, 1.3, -1.7], [0.3, -4.0, -2.5], [-1.4, 3.8, 0.5]], "de_lowest_kcal_mol": 71.92, "lumo_energy_ev": -2.944, "charge": 1, "homo_energy_ev": -14.225, "smiles": "CCOC(=O)[C@@H]1[NH2+][C@@]1(C)n1cncn1"}

{"formula": "C5H6O", "method": "ωB97M-V with the def2-TZVPD basis set", "species": ["O", "C", "C", "C", "C", "C", "H", "H", "H", "H", "H", "H"], "xyz": [[1.861, -0.642, 0.072], [-2.647, -0.118, -1.416], [1.117, 0.315, -0.250], [0.702, 1.514, -0.061], [-2.332, 0.335, -0.319], [1.939, -1.588, 1.052], [0.244, 2.170, -0.794], [0.829, 1.976, 0.964], [0.986, -1.610, 1.796], [2.254, -2.554, 0.702], [-3.019, -0.690, -2.226], [-1.935, 0.893, 0.480]], "atomic_forces_ev_per_a": [[1.6, -1.2, 0.4], [0.5, 0.7, 3.1], [-0.6, -0.4, -1.5], [0.0, 2.0, 2.1], [-0.7, -0.9, -3.4], [-3.5, 0.3, 2.1], [-0.3, -0.6, 0.0], [0.3, -0.2, -1.0], [2.3, 0.1, -1.8], [0.5, 0.0, -0.2], [0.0, 0.1, -0.3], [0.1, 0.1, 0.5]], "de_lowest_kcal_mol": 181.76, "lumo_energy_ev": [0.048, 0.496], "homo_energy_ev": [-7.757, -8.424]}

{"formula": "C29H24AsMoN6O2S6", "method": "ωB97M-V with the def2-TZVPD basis set", "species": ["Mo", "As", "S", "S", "S", "S", "S", "S", "O", "O", "N", "N", "N", "N", "N", "N", "C", "C", "C", "C", "C", "C", "C", "C", "C", "C", "C", "C", "C", "C", "C", "C", "C", "C", "C", "C", "C", "C", "C", "C", "C", "C", "C", "C", "C", "H", "H", "H", "H", "H", "H", "H", "H", "H", "H", "H", "H", "H", "H", "H", "H", "H", "H", "H", "H", "H", "H", "H", "H"], "xyz": [[10.150, 8.925, 11.241], [7.371, 7.776, 9.914], [13.374, 10.246, 12.080], [6.662, 8.194, 8.021], [9.431, 6.907, 10.188], [7.869, 9.693, 11.095], [6.173, 6.473, 11.151], [9.748, 10.795, 12.938], [12.727, 11.314, 11.333], [14.525, 9.566, 11.440], [10.211, 7.728, 13.156], [10.314, 10.882, 10.129], [11.445, 8.861, 9.511], [10.029, 12.062, 10.637], [9.742, 13.413, 12.398], [12.192, 9.049, 12.258], [8.610, 13.611, 7.412], [12.864, 7.392, 8.262], [14.419, 11.321, 16.417], [12.860, 8.249, 7.183], [13.761, 10.727, 13.762], [9.170, 7.406, 13.976], [14.845, 11.654, 17.800], [12.187, 7.714, 9.407], [9.829, 12.165, 11.939], [9.602, 14.246, 6.641], [9.286, 6.633, 15.143], [11.422, 7.311, 13.642], [11.449, 9.740, 8.478], [12.088, 9.409, 7.237], [14.001, 6.410, 14.287], [10.201, 11.879, 7.901], [12.541, 7.944, 12.978], [15.309, 11.647, 15.348], [12.913, 10.377, 14.794], [12.937, 5.954, 15.014], [8.889, 12.367, 7.967], [11.631, 6.441, 14.746], [10.686, 10.893, 8.816], [14.977, 11.368, 14.027], [13.215, 10.673, 16.114], [10.902, 13.698, 6.473], [10.511, 6.147, 15.578], [13.795, 7.401, 13.308], [11.184, 12.434, 7.071], [13.408, 6.434, 8.265], [15.859, 11.362, 17.935], [9.713, 14.197, 11.787], [11.641, 14.199, 5.868], [8.228, 7.636, 13.559], [13.443, 8.037, 6.283], [14.212, 11.166, 18.552], [14.683, 7.851, 12.904], [13.027, 5.269, 15.853], [15.715, 11.523, 13.202], [8.372, 6.421, 15.745], [14.860, 12.730, 17.912], [11.988, 9.873, 14.540], [12.084, 10.024, 6.346], [9.787, 13.679, 13.383], [9.393, 15.211, 6.165], [12.482, 10.555, 16.895], [12.145, 7.012, 10.241], [12.107, 11.954, 6.942], [16.257, 12.044, 15.608], [8.152, 11.721, 8.485], [10.555, 5.431, 16.383], [7.639, 14.137, 7.602], [15.011, 6.030, 14.505]], "atomic_forces_ev_per_a": [[1.1, 3.2, 0.5], [-1.1, -0.5, 1.5], [-1.2, -2.6, -2.6], [0.3, 0.2, -0.5], [-0.2, 0.2, 0.0], [-0.3, -1.9, -0.7], [0.4, 0.6, -0.4], [0.4, 0.1, 1.3], [1.1, -0.5, 1.2], [-0.9, 1.8, 1.3], [-1.4, -1.2, 2.9], [0.9, 0.0, -1.6], [1.9, -2.2, -0.7], [-0.6, 1.2, -0.3], [-0.3, 1.3, 1.9], [1.0, 1.2, -0.6], [-0.2, 0.2, -0.3], [0.9, -1.1, 0.6], [0.3, -0.3, -1.6], [-0.6, 0.8, -0.4], [0.6, 0.0, -0.1], [1.5, -0.3, -1.6], [-0.8, 0.1, 0.1], [-1.0, 1.0, -0.2], [0.5, -1.5, -1.3], [1.0, 0.1, 0.1], [-0.2, -0.1, 1.2], [0.6, 0.6, -0.9], [-0.1, -1.7, -0.5], [0.5, -0.3, 1.0], [-0.5, -0.3, 0.3], [1.0, 0.9, -0.8], [0.7, -1.7, 1.5], [-1.6, -0.9, 0.3], [-0.7, -0.1, -0.3], [-0.1, 0.0, 0.4], [0.0, -0.1, 0.4], [-0.4, 0.1, 0.2], [-2.0, -1.1, 2.7], [0.7, -0.3, -0.4], [0.9, 1.1, -0.1], [-1.4, -1.4, 0.4], [-0.6, 0.3, -2.1], [0.1, 0.9, -0.4], [-2.2, 2.7, -0.3], [-0.2, 0.6, -0.2], [0.9, -0.5, 0.3], [0.1, 0.0, -0.8], [0.0, 0.1, -0.1], [-1.1, 0.4, -0.2], [-0.3, -0.1, 0.3], [0.2, 0.3, -0.1], [0.1, 0.1, -0.4], [0.2, 0.0, -0.2], [-0.8, 0.0, 0.8], [0.7, 0.2, -0.8], [-0.3, 0.3, 0.3], [0.0, 0.2, 0.1], [-0.3, 0.2, 0.4], [-0.1, -0.9, -0.7], [0.0, -0.3, 0.3], [-0.1, -0.5, 0.1], [0.1, 0.4, -0.2], [1.2, -0.2, 0.1], [0.8, 0.5, 0.0], [0.4, 0.8, 0.0], [0.2, 0.1, 0.3], [0.9, -0.8, -0.4], [-0.5, 0.3, -0.2]], "lumo_energy_ev": [1.532, 1.203], "charge": -1, "homo_energy_ev": [-3.952, -4.009], "s2": 2.05, "spin_multiplicity": 3}

{"formula": "C27H30F7N5O7PtS2", "method": "ωB97M-V with the def2-TZVPD basis set", "species": ["Pt", "S", "S", "F", "F", "F", "F", "F", "F", "F", "O", "O", "O", "O", "O", "O", "O", "N", "N", "N", "N", "N", "C", "C", "C", "C", "C", "C", "C", "C", "C", "C", "C", "C", "C", "C", "C", "C", "C", "C", "C", "C", "C", "C", "C", "C", "C", "C", "C", "H", "H", "H", "H", "H", "H", "H", "H", "H", "H", "H", "H", "H", "H", "H", "H", "H", "H", "H", "H", "H", "H", "H", "H", "H", "H", "H", "H", "H", "H"], "xyz": [[0.130, -1.044, 2.799], [0.412, 2.106, 4.257], [-0.697, 3.527, 2.075], [1.416, 2.458, 0.938], [1.568, 4.595, 1.253], [2.676, 1.528, 5.448], [2.881, 2.033, 3.360], [2.506, 3.592, 4.815], [0.293, 3.816, -0.319], [-1.696, 3.028, -2.270], [0.362, 0.863, 3.480], [-0.026, -0.294, 0.935], [-0.121, 2.007, 5.578], [-0.043, -2.884, 2.148], [0.566, -4.441, 0.720], [-1.315, 4.802, 2.001], [-1.407, 2.347, 1.668], [-0.470, -2.319, -2.581], [0.022, 3.366, 3.483], [-1.379, 2.571, -7.221], [2.929, -2.676, 4.097], [-1.761, 1.796, -4.812], [-0.174, -2.967, -1.456], [-1.367, -1.222, 5.972], [3.304, -1.972, 2.863], [2.880, -1.871, 5.325], [-2.274, 1.357, -7.140], [-0.236, -0.984, -0.112], [-0.484, -3.069, -3.851], [-0.943, 1.081, -1.250], [-1.741, 3.257, -4.881], [1.955, -3.559, 4.046], [-0.730, -0.951, -2.543], [-1.087, -0.237, -3.694], [-0.076, -2.381, -0.215], [-2.770, 1.230, -5.695], [1.431, -1.489, 5.567], [-0.940, -1.977, 4.875], [-0.627, -0.280, -1.318], [0.744, 3.615, 0.926], [-1.333, 1.741, -2.376], [-1.399, 1.112, -3.634], [0.459, -1.914, 4.631], [-0.430, -0.637, 6.806], [0.200, -3.305, 0.924], [-1.899, 3.676, -6.349], [2.236, 2.349, 4.480], [0.792, -2.868, -4.652], [0.967, -0.781, 6.632], [-2.421, -1.154, 6.197], [0.004, -4.032, -1.536], [-0.791, 3.617, -4.487], [-1.611, -2.560, 4.262], [-3.727, 1.750, -5.571], [-1.374, -2.778, -4.407], [-0.776, -0.110, 7.685], [0.729, -3.423, -5.587], [-1.676, 0.503, -7.452], [4.259, -1.472, 3.006], [0.757, -2.795, 4.092], [-2.940, 3.823, -6.633], [0.966, -1.817, -4.884], [-2.948, 0.185, -5.463], [-3.089, 1.501, -7.846], [-0.448, 2.311, -6.892], [-1.101, -0.730, -4.654], [-0.938, 1.589, -0.295], [1.644, -0.359, 7.362], [1.816, -4.157, 4.944], [2.570, -1.224, 2.579], [-1.348, 4.587, -6.569], [3.200, -2.451, 6.192], [1.826, -4.115, 3.120], [3.514, -0.990, 5.237], [-2.541, 3.733, -4.311], [-0.611, -4.117, -3.591], [3.388, -2.690, 2.050], [-1.287, 2.881, -8.188], [1.654, -3.238, -4.098]], "atomic_forces_ev_per_a": [[-0.7, 1.1, -0.8], [0.0, 0.0, 0.3], [0.0, 0.0, 0.1], [0.0, 0.0, 0.0], [0.0, 0.0, 0.0], [0.0, -0.1, 0.0], [0.1, 0.0, -0.1], [0.0, 0.0, 0.0], [0.0, 0.0, 0.0], [0.0, 0.0, 0.0], [0.2, 0.1, -0.3], [-0.2, 0.2, -0.2], [0.0, 0.1, -0.1], [0.0, -0.1, 0.1], [0.1, 0.0, 0.0], [0.0, 0.0, 0.0], [0.0, 0.0, 0.0], [0.0, 0.0, -0.1], [0.0, 0.0, 0.0], [0.0, 0.0, 0.0], [-0.8, 0.8, -0.1], [0.0, 0.0, 0.0], [0.0, 0.0, 0.0], [-0.2, 0.0, 0.0], [0.7, -0.3, 0.0], [-0.1, 0.0, 0.3], [0.0, 0.0, 0.0], [0.1, 0.1, 0.1], [0.0, 0.0, 0.0], [0.0, 0.0, 0.0], [0.0, 0.0, 0.0], [3.1, -2.3, -0.2], [0.0, 0.0, 0.0], [0.0, 0.0, 0.0], [0.0, 0.0, 0.0], [0.0, 0.0, 0.0], [-0.6, 0.7, -0.3], [0.5, 1.2, 0.5], [0.0, 0.0, 0.0], [0.0, 0.1, 0.0], [0.0, 0.0, 0.0], [0.0, 0.0, 0.0], [-0.9, -0.6, 1.4], [-0.1, -0.1, 0.0], [-0.1, -0.1, 0.0], [0.0, 0.0, 0.0], [-0.1, 0.0, 0.1], [0.0, 0.0, 0.0], [0.0, 0.1, 0.1], [0.0, 0.1, 0.1], [0.0, 0.0, 0.0], [0.0, 0.0, 0.0], [0.1, -0.1, 0.0], [0.0, 0.0, 0.0], [0.0, 0.0, 0.0], [0.0, 0.1, 0.0], [0.0, 0.0, 0.0], [0.0, 0.0, 0.0], [0.0, -0.1, 0.1], [-0.2, -1.3, -1.0], [0.0, 0.0, 0.0], [0.0, 0.0, 0.0], [0.0, 0.0, 0.0], [0.0, 0.0, 0.0], [0.0, 0.0, 0.0], [0.0, 0.0, 0.0], [0.0, 0.0, 0.0], [0.0, 0.0, 0.1], [-0.5, 0.4, 0.1], [-0.3, 0.2, 0.1], [0.0, 0.0, 0.0], [0.2, -0.1, -0.2], [-0.5, 0.4, -0.1], [0.1, -0.1, -0.1], [0.0, 0.0, 0.0], [0.0, 0.0, 0.0], [0.0, -0.1, 0.1], [0.0, 0.0, 0.0], [0.0, 0.0, 0.0]], "de_lowest_kcal_mol": 35.58, "lumo_energy_ev": -6.115, "charge": 2, "homo_energy_ev": -13.640}

{"formula": "C22H40INO3P", "method": "ωB97M-V with the def2-TZVPD basis set", "species": ["I", "P", "O", "O", "O", "N", "C", "C", "C", "C", "C", "C", "C", "C", "C", "C", "C", "C", "C", "C", "C", "C", "C", "C", "C", "C", "C", "C", "H", "H", "H", "H", "H", "H", "H", "H", "H", "H", "H", "H", "H", "H", "H", "H", "H", "H", "H", "H", "H", "H", "H", "H", "H", "H", "H", "H", "H", "H", "H", "H", "H", "H", "H", "H", "H", "H", "H", "H"], "xyz": [[0.094, -3.120, -3.564], [0.867, 1.451, 0.578], [-0.475, -4.956, -4.085], [-0.775, -5.647, -1.947], [-2.044, -6.474, -3.611], [-3.310, -4.558, -3.824], [-3.230, -5.867, -3.924], [4.327, 3.577, 0.970], [0.876, 0.014, -2.745], [2.564, 1.239, 0.010], [0.496, 3.037, 1.363], [1.092, 3.572, 2.677], [-1.077, -5.646, -3.099], [0.131, 2.948, 4.958], [-4.279, -6.690, -4.310], [-5.482, -6.110, -4.646], [-1.314, -0.114, 4.218], [-0.306, 0.353, -1.833], [3.739, 1.072, 0.988], [-0.174, 1.566, -0.902], [-1.711, 0.487, 2.872], [4.171, 2.300, 1.788], [1.427, 1.166, -3.575], [1.166, 2.621, 3.883], [-4.489, -4.010, -4.134], [0.378, -0.055, 1.439], [-5.591, -4.721, -4.558], [-1.121, -0.278, 1.687], [0.693, 1.511, -4.304], [0.129, 2.461, -1.450], [-1.681, -0.040, 0.779], [2.316, 0.852, -4.121], [-0.596, 3.065, 1.427], [-0.560, -0.533, -1.246], [2.518, 0.303, -0.553], [0.487, 4.438, 2.950], [-1.173, 0.543, -2.470], [3.522, 0.251, 1.678], [0.138, 2.199, 5.750], [1.061, 1.580, 3.573], [0.953, -0.173, 2.360], [0.741, -0.854, 0.780], [2.077, 3.984, 2.464], [-0.230, -0.167, 4.344], [-4.135, -7.761, -4.350], [-1.269, -1.346, 1.857], [0.737, 3.763, 0.577], [4.527, 4.426, 1.625], [-4.559, -2.932, -4.038], [-1.715, 0.475, 5.041], [3.473, 2.461, 2.610], [-1.427, 1.542, 2.837], [1.681, -0.459, -2.177], [2.772, 2.015, -0.729], [3.430, 3.822, 0.396], [-2.799, 0.464, 2.788], [-0.879, 2.996, 4.546], [5.161, 3.499, 0.271], [-1.173, 1.796, -0.518], [1.712, 2.020, -2.958], [-6.509, -4.210, -4.810], [0.351, 3.913, 5.414], [5.123, 2.066, 2.266], [0.522, -0.765, -3.433], [-1.707, -1.127, 4.313], [-6.316, -6.719, -4.964], [4.584, 0.739, 0.383], [2.155, 2.698, 4.338]], "atomic_forces_ev_per_a": [[0.1, -0.4, -0.1], [-0.1, 0.0, -0.2], [-0.3, 0.2, 0.1], [-0.1, 0.2, -0.3], [0.3, 0.0, 0.1], [0.0, -0.2, 0.1], [-0.2, 0.3, -0.2], [0.0, 0.0, 0.0], [0.1, -0.1, 0.2], [0.4, -0.2, 0.0], [-0.2, 0.5, 0.2], [0.3, -0.1, 0.0], [0.2, -0.2, 0.3], [0.0, -0.1, 0.0], [0.0, -0.5, -0.1], [0.2, 0.4, 0.1], [0.0, 0.0, 0.0], [0.0, -0.1, 0.0], [0.0, 0.1, 0.1], [-0.2, 0.0, -0.1], [0.0, -0.1, 0.1], [-0.1, 0.0, 0.0], [-0.1, -0.1, 0.0], [-0.1, 0.1, 0.1], [-0.2, 0.3, 0.0], [0.0, -0.4, 0.2], [0.0, -0.3, 0.0], [-0.1, 0.2, 0.0], [0.0, 0.0, 0.0], [0.1, 0.0, 0.0], [0.0, 0.0, 0.0], [0.0, 0.0, 0.0], [0.0, -0.2, 0.0], [0.0, 0.0, 0.0], [-0.1, 0.1, -0.1], [0.0, 0.0, 0.0], [0.0, 0.0, 0.0], [0.0, 0.0, 0.0], [0.0, 0.0, 0.0], [0.0, 0.0, 0.0], [0.0, 0.1, 0.0], [0.1, 0.1, -0.1], [0.0, -0.1, 0.0], [0.0, 0.0, 0.0], [0.0, 0.0, 0.0], [0.0, 0.0, 0.0], [0.0, -0.1, -0.1], [0.0, 0.0, 0.0], [0.1, 0.0, 0.0], [0.0, 0.0, 0.0], [0.0, 0.0, 0.0], [0.0, 0.0, 0.0], [0.0, 0.0, 0.0], [-0.1, 0.1, 0.1], [0.0, 0.0, 0.0], [0.0, 0.0, 0.0], [0.0, 0.0, 0.0], [0.0, 0.0, 0.0], [0.0, 0.0, 0.1], [0.0, 0.0, 0.0], [0.0, 0.0, 0.0], [0.0, 0.0, 0.0], [0.0, 0.0, 0.0], [0.0, 0.3, -0.1], [0.0, 0.0, 0.0], [0.0, 0.0, 0.0], [0.0, 0.0, -0.1], [0.0, 0.0, 0.0]], "lumo_energy_ev": -2.924, "charge": 1, "homo_energy_ev": -11.050}